(1)
Density functional theory data (ωB97M-V/def2-TZVPD) for a structure of composition C13H11CoN5OS2 at a distorted geometry.

Atoms and positions in Å:
Co: 0.475 2.514 0.832
N: -2.395 3.158 -2.298
C: -1.440 2.799 -1.450
S: -0.322 3.912 -0.852
N: -1.415 1.452 -1.180
N: -0.598 1.140 -0.193
C: -0.237 -0.118 -0.086
C: -0.699 -1.204 -0.942
C: 0.232 -2.131 -1.423
C: -0.178 -3.171 -2.238
C: -1.522 -3.307 -2.558
C: -2.453 -2.388 -2.085
C: -2.047 -1.329 -1.296
C: 0.756 -0.357 0.998
C: 1.024 -1.614 1.497
C: 1.962 -1.740 2.523
C: 2.571 -0.609 3.015
C: 2.220 0.633 2.485
N: 1.346 0.744 1.500
H: -2.436 4.105 -2.639
H: -3.026 2.467 -2.671
H: 1.284 -2.011 -1.193
H: 0.549 -3.872 -2.624
H: -1.846 -4.129 -3.181
H: -3.499 -2.496 -2.339
H: -2.772 -0.615 -0.929
H: 0.498 -2.473 1.108
H: 2.198 -2.714 2.930
H: 3.303 -0.662 3.808
H: 2.645 1.561 2.858
O: 2.957 4.071 3.646
S: 1.836 4.635 2.906
N: 1.028 3.748 2.072

Values from the calculation:
total charge	+1
electronic energy	-3029.897165	a.u.
energy above the lowest of the compared OMol25 structures with the same formula, charge and spin	0.167	eV
frontier orbital gap (alpha / beta)	7.45 / 5.43	eV
LUMO energy (alpha / beta)	-4.5 / -6.6	eV
maximum force	1.12	eV/A
2S+1	5

natural (NBO) atomic charge list, values in e, 2 entries:
1 Co 1.34
2 N -0.71


(2)
Density functional theory data (ωB97M-V/def2-TZVPD) for a structure of composition C13H11CuN4S at a distorted geometry.

Atoms and positions in Å:
Cu: -0.370 3.325 2.308
S: -0.478 1.967 4.015
C: -0.628 0.670 2.838
N: -0.876 -0.544 3.289
N: -0.780 -1.606 2.490
C: 0.100 -1.919 1.424
C: 1.307 -1.262 1.191
C: 2.141 -1.705 0.178
C: 1.795 -2.792 -0.616
C: 0.601 -3.451 -0.371
C: -0.240 -3.021 0.645
N: -0.603 0.781 1.452
N: -0.514 1.924 0.946
C: -0.552 1.944 -0.480
C: -0.702 3.182 -1.088
C: -0.742 3.280 -2.470
C: -0.621 2.137 -3.247
C: -0.459 0.898 -2.635
C: -0.424 0.793 -1.256
H: -1.271 -2.397 2.873
H: 1.602 -0.418 1.797
H: 3.078 -1.189 0.006
H: 2.452 -3.124 -1.409
H: 0.314 -4.302 -0.975
H: -1.178 -3.532 0.832
H: -0.796 4.063 -0.463
H: -0.869 4.246 -2.939
H: -0.646 2.210 -4.327
H: -0.353 0.007 -3.241
H: -0.292 -0.164 -0.768

Values from the calculation:
electronic energy	-2759.596188	a.u.
frontier orbital gap	6.08	eV
LUMO energy	-1.1	eV
maximum force	1.15	eV/A

natural (NBO) atomic charge list, values in e, 2 entries:
1 Cu 0.74
2 S -0.46


(3)
Density functional theory data (ωB97M-V/def2-TZVPD) for a structure of composition C13H11F6NO3 at a distorted geometry.

Atoms and positions in Å:
O: 1.842 2.737 0.773
C: 1.155 1.820 0.577
N: 1.496 0.625 0.277
C: 2.660 -0.035 0.064
C: 3.805 0.569 -0.063
C: 4.947 0.053 -0.080
C: 4.968 -1.351 -0.186
C: 3.894 -1.985 -0.483
C: 2.656 -1.353 -0.233
F: 1.615 -2.167 -0.148
H: 3.903 -2.869 -0.515
F: 6.143 -1.718 -0.670
H: 5.933 0.537 -0.244
H: 3.741 1.895 0.304
H: 0.574 -0.159 0.135
C: -0.575 1.974 0.847
C: -1.135 1.834 -0.607
C: -2.660 1.541 -0.570
O: -3.352 2.074 -1.488
O: -2.901 0.735 0.445
C: -4.143 -0.010 0.198
H: -4.922 0.594 -0.226
C: -3.853 -1.317 -0.169
F: -3.740 -1.396 -1.395
F: -4.935 -2.034 -0.221
C: -2.531 -2.097 0.402
F: -1.469 -1.701 0.013
F: -2.633 -1.848 1.720
H: -2.647 -3.220 0.248
H: -4.463 -0.105 1.375
H: -0.671 1.368 -1.355
H: -1.112 2.941 -1.275
H: -0.874 1.240 1.355
H: -0.716 2.829 1.196

Values from the calculation:
electronic energy	-1381.273836	a.u.
frontier orbital gap	9.33	eV
LUMO energy	0.4	eV
maximum force	12.83	eV/A

natural (NBO) atomic charge list, values in e, 2 entries:
1 O -0.59
2 C 0.71